DFT (ωB97M-V/def2-TZVPD) results for a molecular structure, C30H43BrI2N8O5P2STl.

Geometry as XYZ:
```
93
Properties=species:S:1:pos:R:3:forces:R:3
Tl 0.03884 0.76176 -0.20422 0.025 -0.164 0.031
C 2.66677 -1.94332 1.15697 -0.011 -0.055 -0.032
O 1.87311 -1.04274 1.93202 -0.009 0.077 -0.078
C 2.24661 -0.85580 3.22016 -0.007 0.036 0.105
C 3.20872 -1.62131 3.86650 -0.008 0.018 -0.005
C 3.57227 -1.34989 5.18389 0.022 -0.033 -0.008
Br 4.89914 -2.39817 5.99357 0.037 -0.023 0.032
C 2.97077 -0.33424 5.88037 -0.018 0.042 0.022
C 1.96052 0.42256 5.25645 -0.031 -0.002 -0.031
C 1.62110 0.18421 3.91382 0.074 -0.115 0.068
O 0.68768 0.93049 3.23864 0.029 0.089 0.148
C 1.29887 1.39827 6.07967 -0.054 -0.021 -0.122
N 1.80305 1.79862 7.26827 0.014 0.050 0.079
C 0.92584 2.65786 7.76901 0.014 -0.005 -0.006
C 0.97742 3.37115 9.00499 0.000 -0.029 -0.047
C -0.07843 4.17463 9.29891 -0.050 0.012 -0.036
C -1.18136 4.29941 8.40350 0.039 -0.021 0.007
C -1.25871 3.62578 7.18003 0.000 0.011 0.035
C -0.19544 2.81604 6.88045 0.020 0.025 0.026
N 0.10887 2.00878 5.80160 -0.001 -0.061 0.075
H 3.72092 -1.66390 1.19779 0.003 0.007 -0.015
H 2.29790 -1.86586 0.13782 -0.009 0.016 0.025
H 2.54556 -2.97132 1.50507 0.003 0.003 0.020
H 3.70731 -2.42849 3.35157 -0.002 0.000 -0.012
H 3.23679 -0.11010 6.90211 0.017 -0.028 0.007
H 0.84004 1.86613 3.43129 -0.058 0.005 -0.163
H 1.82883 3.25395 9.66019 0.006 -0.004 0.005
H -0.09889 4.73552 10.22234 -0.004 0.004 0.003
H -1.99685 4.95169 8.68727 -0.006 0.002 -0.003
H -2.11101 3.74837 6.52695 -0.006 0.007 0.002
H -0.52787 1.72366 5.07311 0.037 0.030 -0.027
I -2.07192 2.99357 2.18895 -0.021 0.049 0.020
C -1.67681 4.64849 0.90195 -0.051 -0.025 0.016
I -1.20175 4.05534 -1.07413 0.016 0.034 -0.020
H -0.84200 5.19933 1.31438 0.010 -0.004 -0.004
H -2.57530 5.25139 0.87622 0.009 0.010 -0.005
C 2.23333 -4.21861 -1.82168 0.007 0.000 -0.015
N 2.21127 -2.99720 -2.62795 0.048 0.015 -0.003
C 3.32961 -2.87255 -3.56518 -0.029 -0.026 0.012
P 0.83097 -2.14637 -2.66775 -0.152 -0.076 0.240
O 0.32063 -1.70495 -1.32300 -0.014 -0.002 -0.027
O 1.26034 -0.87578 -3.54088 0.149 0.028 -0.115
P 0.58839 0.56788 -3.86131 0.047 -0.017 -0.075
O -0.15884 1.05684 -2.67173 -0.098 0.076 0.003
N -0.32259 0.26276 -5.17322 -0.108 0.000 0.038
C -0.08235 -0.76841 -6.17701 0.008 0.007 -0.002
C -1.17701 1.36007 -5.64106 -0.002 0.002 -0.017
N 1.80140 1.57815 -4.24804 0.048 0.009 0.036
C 2.55848 1.39694 -5.48716 0.011 0.030 0.015
C 2.51594 2.33220 -3.22029 0.009 -0.015 -0.013
N -0.33203 -3.01268 -3.41414 -0.054 0.078 -0.074
C -0.05449 -4.03355 -4.42500 -0.031 0.019 0.017
C -1.71633 -2.53899 -3.39506 0.005 -0.049 -0.066
H 2.16405 -5.11007 -2.44927 0.001 -0.008 -0.006
H 1.40450 -4.22542 -1.11530 -0.004 0.009 0.005
H 3.16687 -4.26601 -1.25984 0.007 -0.001 0.004
H 3.32879 -3.69338 -4.28668 0.005 -0.008 0.001
H 4.26568 -2.90784 -3.00774 0.006 0.005 -0.003
H 3.27809 -1.93039 -4.09992 0.006 0.008 -0.003
H 0.64367 -1.49344 -5.82245 0.017 -0.034 0.010
H 0.29214 -0.33010 -7.10556 -0.006 0.005 -0.002
H -1.01812 -1.28167 -6.40630 0.002 -0.011 0.001
H -1.35912 2.06718 -4.83433 0.000 -0.003 0.006
H -2.13543 0.95657 -5.96821 -0.002 -0.007 -0.003
H -0.71435 1.88817 -6.47807 0.000 0.003 -0.005
H 1.95835 0.88048 -6.23116 -0.002 0.005 -0.016
H 3.47460 0.82604 -5.31441 0.003 -0.008 0.004
H 2.83103 2.37267 -5.88813 -0.002 0.002 0.002
H 1.86369 2.51130 -2.36852 -0.006 0.011 0.000
H 2.81406 3.29693 -3.63047 -0.001 0.001 -0.004
H 3.41642 1.80683 -2.88957 0.008 -0.006 0.008
H 1.00343 -4.28228 -4.43975 0.003 -0.002 0.008
H -0.34656 -3.69135 -5.41955 0.008 0.017 -0.013
H -0.61958 -4.93804 -4.19753 0.001 -0.008 0.007
H -1.81951 -1.67819 -2.73620 0.022 0.007 0.022
H -2.38375 -3.33527 -3.05868 -0.009 -0.022 -0.003
H -2.02621 -2.23604 -4.39769 -0.015 0.000 0.000
N -1.81890 -2.72888 0.09550 0.252 0.030 -0.190
C -2.86030 -1.94478 0.13268 -0.065 0.121 -0.021
N -2.78704 -0.66349 -0.30347 -0.037 -0.149 0.002
C -3.98782 -0.09771 -0.23713 0.098 0.094 -0.081
C -4.27367 1.22948 -0.66602 0.005 0.056 -0.021
C -5.55293 1.68432 -0.56533 0.025 0.029 -0.021
C -6.57712 0.85817 -0.04015 -0.025 -0.036 0.016
C -6.33226 -0.44609 0.39163 -0.016 0.025 0.002
C -5.04663 -0.91473 0.28785 -0.120 -0.066 0.067
S -4.42496 -2.47875 0.70138 -0.019 -0.042 0.044
H -0.96313 -2.40551 -0.41558 -0.049 -0.025 0.148
H -1.88724 -3.68271 0.41846 0.036 -0.017 -0.025
H -3.47077 1.83021 -1.07264 -0.010 0.017 -0.001
H -5.80661 2.68264 -0.89342 0.005 0.007 -0.007
H -7.58466 1.24767 0.02181 -0.003 0.004 0.004
H -7.13598 -1.05416 0.78276 0.006 -0.013 -0.001
```
Forces are in eV/Å.

The HOMO-LUMO gap (alpha / beta) comes out at 4.99 / 4.89 eV. The value obtained for the energy relative to the best compared isomer or geometry (same formula, charge and spin) is 0.109 eV. The LUMO energy (alpha / beta) comes out at -0.3648 / -0.3707 hartree. The calculation puts the highest occupied orbital energy (alpha / beta) at -14.92 / -14.98 eV. The charge is +3.

DFT (ωB97M-V/def2-TZVPD) results for a molecular structure, C30H43BrN2P2PdS in a non-equilibrium geometry.

Geometry as XYZ:
```
80
Properties=species:S:1:pos:R:3:forces:R:3
C -3.71961 2.65689 -8.38841 0.099 0.328 -0.269
C -4.61424 2.65932 -7.29580 -0.685 -0.058 -0.051
C -5.90563 3.16364 -7.57211 0.243 0.350 -0.361
C -6.18448 3.73145 -8.83537 0.274 -0.480 0.890
N -5.30577 3.78706 -9.83216 0.412 -0.179 0.040
C -4.09779 3.24432 -9.61867 -0.314 -0.296 1.055
C -4.23701 2.23440 -5.93364 0.486 0.142 0.416
C -3.75788 2.06547 -4.81847 -0.444 0.506 -2.236
C -2.73894 2.10314 -3.81096 0.846 0.642 0.507
C -1.96070 0.97437 -3.52175 0.133 0.352 0.221
C -0.77272 1.15020 -2.77956 0.280 0.200 0.383
C -0.30791 2.44187 -2.39336 -2.777 -1.355 -0.169
C -1.18340 3.52596 -2.54612 0.342 -0.031 0.044
C -2.36842 3.36079 -3.25780 -0.120 -0.235 -0.323
Pd -3.24698 0.22478 -0.39665 1.317 -0.213 -0.047
P -2.12805 -1.89213 0.17215 -0.262 0.105 -0.996
H -6.68345 3.17720 -6.80891 0.294 -0.031 -0.128
H -2.70653 2.25559 -8.29862 -0.391 0.136 0.120
H -7.16630 4.17578 -9.01662 0.268 -0.171 0.009
H -3.38445 3.29381 -10.44585 -0.238 -0.076 0.276
H -3.02030 4.22045 -3.43233 0.210 -0.292 0.081
H -2.36184 0.00500 -3.88390 0.756 0.589 0.493
H -0.91273 4.46667 -2.04176 -0.314 -0.354 -0.555
H -0.23170 0.29917 -2.34254 -0.185 0.238 -0.669
C -1.60177 -2.42948 1.89216 -0.262 -0.136 0.385
C -2.36250 -3.54207 2.63876 0.006 -0.010 0.277
H -1.54698 -1.53110 2.52611 0.021 -0.304 -0.217
H -0.54997 -2.75143 1.77950 -0.468 0.184 -0.213
H -1.78210 -3.80131 3.54461 -0.315 0.082 -0.308
H -3.36957 -3.23964 2.97492 0.362 -0.020 -0.238
H -2.45710 -4.46538 2.05144 -0.048 0.352 0.119
C -3.87020 -2.42333 -0.34549 0.013 -1.070 0.611
C -3.94968 -2.94618 -1.79128 -0.268 -0.056 0.127
H -4.63577 -1.62000 -0.26716 0.643 -0.342 0.184
H -4.14265 -3.20714 0.37394 -0.483 -0.054 -0.215
H -5.01850 -2.94263 -2.07475 0.522 -0.140 -0.081
H -3.41181 -2.27820 -2.48307 -0.196 -0.215 0.180
H -3.55153 -3.97078 -1.88499 -0.204 0.500 -0.092
C -1.15577 -3.18028 -0.74516 -0.268 -0.322 -0.084
C -1.39028 -4.65570 -0.38064 0.045 -0.306 -0.328
H -0.09123 -2.96063 -0.61130 -0.374 0.135 -0.112
H -1.40641 -3.01794 -1.79802 0.255 -0.083 0.044
H -0.90359 -5.26831 -1.15821 -0.192 0.057 0.262
H -0.92973 -4.94846 0.57347 -0.151 0.233 -0.218
H -2.45221 -4.95133 -0.35610 0.360 0.158 0.054
Br 1.09999 2.59801 -1.19654 0.896 0.333 0.103
P -3.55728 1.68980 1.62415 -1.081 1.964 1.615
C -4.02671 -0.01297 2.15123 -0.322 -1.196 -0.566
C -5.08713 -0.09715 3.25067 -0.173 -0.032 0.095
H -3.10336 -0.54874 2.45449 -0.812 0.195 -0.313
H -4.51900 -0.54027 1.27371 0.771 0.509 1.072
H -5.51039 -1.10712 3.18305 -0.079 0.133 0.279
H -4.69870 0.03702 4.26867 -0.029 0.157 -0.259
H -5.89582 0.62422 3.06780 0.244 -0.145 0.135
C -1.86272 2.00645 2.30125 0.777 -0.166 -0.476
C -1.59339 3.34877 3.01561 -0.246 -0.054 -0.235
H -1.14382 1.86955 1.47443 0.018 -0.026 0.381
H -1.66914 1.21196 3.03759 -0.106 -0.057 -0.341
H -0.55100 3.40185 3.35571 -0.094 -0.088 -0.165
H -1.76392 4.19923 2.34823 -0.022 -0.063 0.088
H -2.21322 3.48616 3.90723 -0.107 -0.095 -0.223
C -3.84891 2.45496 -0.11239 0.059 -0.804 -0.300
C -5.27575 3.05848 -0.16494 0.305 -0.082 -0.179
H -3.64385 1.82145 -1.07347 -0.414 0.923 0.088
H -3.07165 3.21893 -0.18530 -0.056 -0.006 0.154
H -5.42702 3.58129 -1.12492 0.003 -0.214 0.273
H -6.02485 2.26132 -0.08052 0.147 0.179 -0.068
H -5.46573 3.77290 0.65549 0.310 -0.358 -0.281
S 0.34437 -0.53458 0.12022 1.516 0.058 0.401
C 1.91124 -0.68104 0.78566 -1.313 1.330 -0.683
N 2.35299 0.42663 1.48538 0.024 0.094 0.832
C 3.41164 0.39113 2.34282 0.333 -0.789 -0.566
C 4.24860 -0.71739 2.33149 0.101 1.347 0.443
C 3.98570 -1.76341 1.43198 -0.890 -0.217 -1.003
C 2.81348 -1.75593 0.68018 1.151 -0.322 0.737
H 1.73110 1.25904 1.45094 0.499 -1.023 0.073
H 3.54337 1.26927 2.97224 0.142 -0.261 -0.201
H 5.15598 -0.69803 2.94121 -0.475 -0.097 -0.154
H 4.70899 -2.57131 1.27531 -0.333 0.281 0.294
H 2.55725 -2.57771 0.02117 0.030 0.134 0.079
```
Forces are in eV/Å.

The HOMO-LUMO gap comes out at 5.58 eV. The LUMO energy comes out at -0.0098 hartree. The calculation puts the highest occupied orbital energy at -5.85 eV. The charge is 0.

DFT (ωB97M-V/def2-TZVPD) results for a molecular structure, C30H43Cl3CuN5O3Si in a non-equilibrium geometry.

Geometry as XYZ:
```
86
Properties=species:S:1:pos:R:3:forces:R:3
C 1.56872 -1.33878 -4.78237 -0.127 -0.259 -0.093
C 1.08562 0.02139 -4.39507 -0.130 1.816 0.059
H 1.82893 -1.35232 -5.84829 0.015 -0.192 0.185
H 0.79411 -2.09857 -4.57886 0.234 0.275 -0.122
H 2.44934 -1.61892 -4.18609 -0.139 0.097 -0.139
C 0.55176 0.90045 -5.26154 0.414 -0.464 0.503
C 0.21831 0.57763 -6.67771 -0.169 0.127 -0.536
H 0.26022 1.89713 -4.92167 0.073 -0.291 0.097
H -0.22791 -0.41894 -6.80933 0.095 0.181 0.092
H 1.09065 0.63578 -7.33892 -0.034 -0.019 -0.112
H -0.50769 1.31693 -7.03059 0.017 -0.140 -0.223
Cu 0.88477 -1.72185 0.38847 -0.364 1.301 -0.386
Cl 2.72583 -0.62332 -0.16642 0.684 -0.038 0.421
Cl -1.21840 -2.19454 0.86435 -0.471 -0.195 0.349
C 0.58324 2.07786 1.00867 -0.666 -0.756 -0.380
O -0.23396 1.17512 0.80845 0.888 1.049 0.523
N 0.25750 3.37877 1.22785 -0.016 0.112 0.094
C -1.13239 3.80369 1.22365 0.096 0.139 -0.095
C 1.25257 4.42206 1.42089 -0.091 -0.112 -0.092
H 1.67255 1.88658 1.02232 -0.157 0.020 -0.043
H -1.78274 2.92452 1.21509 0.139 0.123 -0.031
H -1.34026 4.42450 0.33765 0.036 -0.213 0.222
H -1.31920 4.41695 2.11651 -0.055 -0.156 -0.090
H 2.25500 3.97954 1.46542 -0.250 0.082 -0.040
H 1.05123 4.96372 2.35818 0.085 -0.168 -0.126
H 1.22759 5.15476 0.59791 0.001 -0.297 0.160
H -2.24126 -1.42777 -2.93873 0.014 0.161 0.316
H -2.23185 0.72652 -4.15994 -0.064 0.127 0.234
C -2.95830 -1.05571 -2.19644 0.073 -0.171 -0.017
C -3.06730 1.01849 -3.50745 0.304 -0.095 0.303
N -2.90532 0.39094 -2.20054 -0.890 0.622 0.626
H -2.68772 -1.42514 -1.19877 -0.126 0.121 -0.406
C -3.18949 1.09687 -1.05120 -0.191 -0.745 -0.755
O -3.51083 0.61904 0.02625 0.286 0.359 -0.450
H -3.07716 2.10853 -3.37899 0.008 -0.217 -0.163
H -3.09853 2.19566 -1.22118 -0.072 -0.276 0.109
H -3.97081 -1.38891 -2.48260 0.078 -0.033 0.201
H -4.01039 0.69952 -3.98405 0.130 0.101 0.185
O -0.10370 -0.49694 -2.64653 -1.622 -0.316 1.186
C 0.95685 0.25867 -2.88185 1.147 -0.055 -0.193
C -0.28010 2.41252 -2.22050 -0.070 0.190 -0.214
C 0.93352 1.75889 -2.42065 0.045 -0.952 -0.398
H -1.17890 1.79566 -2.15352 0.581 0.227 -0.321
C -0.31861 3.80695 -2.13091 0.335 -0.300 0.040
H 1.86043 -0.16576 -2.39467 0.246 0.346 -0.225
C 2.12904 2.45861 -2.24210 -0.172 0.225 -0.202
H -1.28365 4.32160 -2.11599 0.295 -0.044 0.105
C 0.88322 4.52307 -2.09829 -0.037 0.144 0.077
C 2.10818 3.84717 -2.08620 -0.084 -0.233 0.065
H 3.07034 1.90252 -2.25301 -0.237 0.185 -0.100
H 0.86670 5.61226 -2.05648 0.002 -0.158 0.024
H 3.05090 4.38997 -1.96737 -0.335 -0.059 -0.078
Si 0.47314 -4.76853 -0.56724 -0.172 1.041 -1.127
Cl 0.90519 -2.86858 -1.53171 -0.188 -1.427 -0.280
C -1.38194 -4.94363 -0.55366 -0.174 -0.220 -0.016
C 1.38304 -4.91065 1.05065 0.101 -0.182 0.353
C 1.14681 -5.95510 -1.84056 0.112 -0.194 -0.054
H -1.90922 -3.98841 -0.68767 0.345 -0.425 0.041
H -1.69286 -5.36688 0.40907 -0.134 0.048 -0.169
H -1.65841 -5.63050 -1.36559 -0.026 0.043 0.221
H 0.37674 -6.11289 -2.60598 0.228 0.019 0.076
H 1.38134 -6.92186 -1.38222 -0.010 -0.005 -0.114
H 2.04878 -5.56451 -2.32627 -0.143 -0.112 0.139
H 1.88173 -4.00279 1.40061 -0.127 -0.086 -0.216
H 2.15066 -5.68748 0.94510 -0.084 0.105 0.064
H 0.68801 -5.21476 1.84114 0.074 0.029 -0.079
N -1.52024 2.06099 10.03201 0.630 -1.112 -2.189
C -1.21448 1.54137 9.02778 -0.611 1.099 2.072
C -0.80512 0.88524 7.81443 -0.038 -0.100 -0.195
C -1.29886 1.30657 6.57058 0.045 -0.376 -0.254
C -0.87438 0.66683 5.39724 0.034 0.289 0.671
C 0.08712 -0.34724 5.49588 0.078 0.396 0.192
C 0.52160 -0.81494 6.73288 -0.244 0.311 0.422
C 0.08052 -0.19287 7.89330 0.094 -0.110 -0.198
N 0.71977 -0.84384 4.34888 0.494 -0.379 -0.627
C 1.92986 -1.54924 4.31051 -0.164 -0.062 -0.235
C 2.18369 -1.83028 3.00298 -0.909 0.582 0.427
N 1.14511 -1.31892 2.24957 -0.512 0.750 1.487
C 0.28516 -0.70471 3.06703 1.180 -1.346 -0.345
H -2.00884 2.13731 6.54819 0.249 -0.345 -0.162
H -1.24224 0.98118 4.42175 0.124 0.061 0.310
H 1.21254 -1.64782 6.79194 -0.112 0.162 0.031
H 0.44825 -0.53248 8.85843 -0.147 0.091 -0.152
H 2.48914 -1.78911 5.19199 0.055 0.084 0.062
H 3.00343 -2.36337 2.54350 -0.062 0.220 0.100
H -0.67570 -0.28145 2.81863 0.261 -0.028 -0.403
```
Forces are in eV/Å.

Its spin multiplicity is 2. The HOMO-LUMO gap (alpha / beta) comes out at 4.48 / 4.47 eV. The value obtained for the energy relative to the best compared isomer or geometry (same formula, charge and spin) is 0.000 eV. The LUMO energy (alpha / beta) comes out at 0.0498 / 0.0499 hartree. The calculation puts the highest occupied orbital energy (alpha / beta) at -3.12 / -3.11 eV. The charge is -1.

The highest charge belongs to which entry? C30H43BrI2N8O5P2STl